Entry 1:
The following is a DFT calculation (ωB97M-V with the def2-TZVPD basis set) of C14H14CaCl3IN2O2 as an isolated structure in a non-equilibrium geometry.

HOMO level, eV: -8.13
Net charge: 0

```
37
Properties=species:S:1:pos:R:3:lowdin_charge:R:1
C -2.517 -1.836 2.847 -0.179
C -2.146 -0.564 3.564 -0.180
H -2.862 -1.652 1.821 0.051
H -3.318 -2.346 3.383 0.057
H -1.664 -2.518 2.802 0.045
H -2.399 0.309 2.957 0.047
H -2.697 -0.475 4.506 0.059
H -1.078 -0.518 3.809 0.057
C 0.615 -1.402 -3.375 -0.109
C 0.407 -1.420 -4.759 -0.033
C 0.919 -0.361 -5.517 -0.035
C 1.590 0.689 -4.881 0.007
H 0.251 -2.204 -2.723 0.124
H -0.141 -2.254 -5.194 0.113
H 0.802 -0.359 -6.600 0.115
H 2.005 1.536 -5.422 0.103
N 1.250 -0.385 -2.766 -0.021
C 1.694 0.681 -3.477 -0.199
C 2.174 1.852 -2.702 -0.196
N 2.105 1.757 -1.349 -0.014
C 2.352 2.832 -0.579 -0.102
C 2.816 4.173 -2.519 -0.035
C 2.683 4.075 -1.129 -0.035
H 2.268 2.683 0.503 0.124
H 2.834 4.921 -0.462 0.112
C 2.590 3.048 -3.317 0.007
H 2.690 3.064 -4.401 0.105
H 3.098 5.118 -2.977 0.115
Ca 0.878 -0.106 -0.394 1.009
I -1.829 0.919 -0.692 -0.229
Cl 3.816 -3.823 1.880 0.594
C 2.780 -2.554 2.572 -1.500
Cl 1.509 -3.278 3.581 0.607
Cl 3.754 -1.388 3.499 0.600
C 2.103 -1.721 1.405 -0.813
O 2.762 -1.444 0.359 -0.155
O 0.908 -1.318 1.620 -0.218
```


Entry 2:
The following is a DFT calculation (ωB97M-V with the def2-TZVPD basis set) of one molecule with the formula C30H31F3N2O3.

HOMO level, eV: -8.87
Structure (SMILES): Cc1cccc(C(=O)N2CCC(=O)N([C@H](COCc3cccc(C(F)(F)F)c3)Cc3ccccc3)CC2)c1
Net charge: 0

```
69
Properties=species:S:1:pos:R:3:lowdin_charge:R:1
C -5.475 5.550 -0.920 -0.051
C -4.098 5.001 -1.141 -0.270
C -3.723 3.797 -0.561 0.016
C -2.443 3.289 -0.739 -0.149
C -1.525 3.978 -1.523 -0.019
C -1.896 5.178 -2.104 -0.060
C -3.168 5.687 -1.912 -0.046
H -3.446 6.625 -2.372 0.109
H -1.185 5.717 -2.713 0.107
H -0.533 3.583 -1.680 0.103
C -2.112 1.954 -0.150 -0.421
O -2.451 0.915 -0.690 0.065
N -1.459 1.966 1.040 -0.051
C -0.880 3.151 1.625 -0.119
H -0.985 3.069 2.712 0.129
H -1.462 4.012 1.292 0.122
C 0.607 3.356 1.246 -0.048
C 1.120 2.394 0.175 -0.453
O 1.598 2.821 -0.860 0.051
N 1.038 1.075 0.456 0.007
C 0.463 0.609 1.695 -0.096
H 0.759 -0.426 1.861 0.102
C -1.068 0.710 1.641 -0.095
H -1.487 0.624 2.648 0.131
H -1.483 -0.081 1.012 0.123
H 0.852 1.200 2.528 0.126
C 1.420 0.087 -0.547 -0.209
C 2.950 0.056 -0.699 -0.127
H 3.312 1.084 -0.779 0.133
O 3.619 -0.512 0.408 -0.111
C 3.846 -1.903 0.328 -0.160
C 2.609 -2.733 0.576 -0.189
C 2.018 -2.711 1.833 0.017
C 0.850 -3.425 2.064 -0.116
C 0.267 -4.178 1.054 0.000
C 0.868 -4.212 -0.192 -0.054
C 2.025 -3.491 -0.432 -0.020
H 2.471 -3.512 -1.415 0.116
H 0.428 -4.797 -0.984 0.104
H -0.640 -4.730 1.245 0.120
C 0.220 -3.340 3.424 -0.583
F -0.753 -4.236 3.622 0.143
F -0.337 -2.126 3.640 0.128
F 1.110 -3.511 4.416 0.142
H 2.469 -2.134 2.627 0.140
H 4.588 -2.111 1.105 0.134
H 4.274 -2.161 -0.651 0.128
H 3.211 -0.486 -1.615 0.118
H 1.082 -0.882 -0.170 0.137
C 0.731 0.321 -1.907 -0.078
C 0.656 -0.967 -2.674 -0.220
C 1.618 -1.313 -3.614 -0.051
C 1.553 -2.527 -4.276 -0.089
C 0.516 -3.407 -4.014 -0.100
C -0.459 -3.062 -3.093 -0.099
C -0.385 -1.853 -2.424 -0.036
H -1.154 -1.577 -1.717 0.117
H -1.284 -3.732 -2.902 0.105
H 0.462 -4.351 -4.535 0.100
H 2.308 -2.784 -5.005 0.101
H 2.416 -0.620 -3.843 0.113
H -0.283 0.678 -1.722 0.108
H 1.271 1.084 -2.465 0.121
H 0.749 4.358 0.840 0.121
H 1.249 3.262 2.124 0.116
H -4.434 3.242 0.035 0.130
H -5.520 6.073 0.036 0.084
H -5.742 6.254 -1.704 0.075
H -6.210 4.749 -0.898 0.079
```


Entry 3:
The following is a DFT calculation (ωB97M-V with the def2-TZVPD basis set) of C9H7NO2S as an isolated structure in a non-equilibrium geometry.

HOMO level, eV: -9.39
Net charge: 0

```
20
Properties=species:S:1:pos:R:3:lowdin_charge:R:1
C -5.599 0.168 0.607 0.111
C 2.201 -2.147 -1.390 0.092
C -4.539 0.331 -0.001 -0.143
C -3.179 0.374 -0.413 -0.016
C -1.951 0.452 -0.310 -0.037
C 2.211 -1.227 -0.614 0.009
C 1.833 0.817 0.076 -0.624
C -0.601 0.624 -0.764 -0.218
C 0.409 0.405 0.296 -0.550
N 2.755 0.008 0.796 0.052
O 2.308 1.764 -0.509 0.089
O 4.030 0.329 0.585 0.040
S 0.010 1.361 1.849 0.861
H -6.648 0.029 0.857 0.037
H 2.118 -2.883 -2.080 -0.004
H -0.544 -0.169 -1.512 0.144
H -0.553 1.487 -1.264 0.095
H 0.452 -0.712 0.612 0.139
H 4.072 0.967 -0.135 0.107
H 0.814 0.670 2.515 -0.185
```


Entry 4:
The following is a DFT calculation (ωB97M-V with the def2-TZVPD basis set) of one molecule with the formula C4H3NOS2 in a non-equilibrium geometry.

HOMO level, eV: -8.85
Structure (SMILES): C#C[C@H]1ONC(=S)S1
Net charge: 0

```
11
Properties=species:S:1:pos:R:3:lowdin_charge:R:1
C 1.824 0.205 -0.246 -1.017
C -0.581 0.479 0.673 -0.509
C -1.579 0.073 -0.383 -0.121
C -2.437 -0.163 -1.159 0.081
H 1.669 -1.593 0.503 0.071
H -1.014 1.126 1.400 0.110
H -3.560 -0.418 -1.643 0.133
N 1.023 -0.964 0.158 0.001
O 0.169 -0.434 1.162 -0.131
S 3.567 -0.032 -0.461 0.496
S 0.920 1.721 -0.004 0.888
```


Entry 5:
The following is a DFT calculation (ωB97M-V with the def2-TZVPD basis set) of C12H17N4OPdS2 as an isolated structure.

HOMO level, eV: -11.21
Net charge: +1

```
37
Properties=species:S:1:pos:R:3:lowdin_charge:R:1
Pd -0.285 -0.496 0.476 0.735
C 1.208 -0.631 4.421 -0.007
C 0.781 -0.274 3.040 -0.235
N 0.425 -1.163 2.172 -0.139
N 0.450 -2.478 2.508 0.011
C -0.058 -3.242 1.571 -0.820
N -0.096 -4.559 1.797 0.102
S -0.689 -2.684 0.038 0.613
C 0.753 1.124 2.563 -0.195
C 1.221 2.193 3.304 0.016
C 1.190 3.465 2.748 -0.021
C 0.695 3.637 1.469 -0.024
C 0.244 2.522 0.779 -0.086
N 0.272 1.308 1.312 -0.019
H 0.767 -1.581 4.707 0.079
H 0.909 0.139 5.129 0.084
H 2.294 -0.739 4.467 0.108
H 0.263 -4.924 2.663 0.117
H -0.469 -5.188 1.110 0.096
H 1.613 2.037 4.298 0.119
H 1.553 4.312 3.314 0.123
H 0.652 4.611 1.004 0.118
H -0.174 2.591 -0.217 0.109
O -1.183 0.409 -1.244 -0.645
S -0.289 -0.117 -2.384 0.933
C -0.193 1.141 -3.691 -0.302
C -1.184 0.747 -4.781 -0.220
C -1.168 -0.780 -4.827 -0.222
C -1.317 -1.233 -3.379 -0.309
H 0.842 1.111 -4.034 0.097
H -0.385 2.107 -3.225 0.098
H -0.918 1.200 -5.735 0.122
H -2.183 1.096 -4.513 0.123
H -0.227 -1.143 -5.246 0.121
H -1.975 -1.184 -5.436 0.124
H -1.010 -2.257 -3.177 0.084
H -2.330 -1.075 -3.002 0.111
```


Entry 6:
The following is a DFT calculation (ωB97M-V with the def2-TZVPD basis set) of C10H34Li2N8O16 as an isolated structure in a non-equilibrium geometry.

Multiplicity: 2
HOMO level (spin up / spin down), eV: -2.38 / -4.49
Net charge: -1
⟨S²⟩: 0.77

```
70
Properties=species:S:1:pos:R:3:mulliken_spin:R:1
Li 0.441 0.160 2.810 0.003
Li -0.776 -0.788 -4.972 0.013
C -1.223 0.650 -0.924 -0.102
C -0.756 0.272 0.329 0.221
C 0.215 -0.964 0.386 0.226
O 0.701 -1.290 1.487 0.099
C 0.656 -1.613 -0.851 -0.085
C 0.225 -1.086 -2.009 0.159
C -0.821 0.023 -2.033 0.212
O -1.479 0.253 -3.129 0.078
O 0.651 -1.672 -3.084 0.063
O -1.188 0.784 1.407 0.124
H -2.017 1.382 -0.965 -0.008
H 1.375 -2.411 -0.956 -0.014
C -2.356 4.052 3.347 -0.001
O -3.287 3.374 3.712 0.000
N -2.311 5.326 3.608 0.000
N -1.363 3.629 2.630 -0.001
H -3.029 5.785 4.150 0.000
H -1.563 5.896 3.240 0.000
H -0.701 4.314 2.294 0.000
H -1.461 2.670 2.329 -0.003
C 4.059 -2.106 1.262 0.001
O 5.224 -2.391 1.502 0.000
N 3.632 -1.924 0.067 0.000
N 3.071 -1.998 2.142 0.003
H 4.343 -2.028 -0.643 0.000
H 2.656 -1.735 -0.114 0.007
H 2.137 -1.659 1.959 0.004
H 3.341 -2.115 3.109 0.000
C 3.017 1.540 1.461 -0.006
O 1.933 1.220 1.911 0.000
N 3.288 1.798 0.226 0.002
N 3.996 1.835 2.219 0.000
H 4.218 2.110 -0.014 0.000
H 2.700 1.481 -0.532 0.007
H 3.976 1.583 3.196 -0.001
H 4.847 2.175 1.794 0.000
C -5.463 -0.340 -3.505 0.002
O -6.650 -0.342 -3.199 0.000
N -5.066 -0.489 -4.727 0.000
N -4.512 -0.251 -2.588 0.000
H -4.088 -0.400 -4.962 0.001
H -5.722 -0.663 -5.476 0.000
H -3.523 -0.238 -2.795 -0.002
H -4.809 -0.002 -1.655 0.000
O -0.648 3.667 -3.834 -0.001
H -1.431 3.572 -3.293 0.000
H -0.355 2.769 -3.992 0.001
O 1.141 -4.833 0.487 0.000
H 1.027 -4.793 -0.463 0.000
H 2.067 -4.629 0.625 0.000
O -0.765 -3.748 2.366 0.000
H 0.007 -4.094 1.919 0.001
H -0.795 -2.825 2.114 0.003
O 0.192 3.582 -0.668 -0.002
H -0.337 2.904 -0.249 0.000
H -0.124 4.402 -0.288 0.000
O 1.007 -4.845 -2.340 0.000
H 0.811 -3.985 -2.712 -0.002
H 1.395 -5.337 -3.063 0.000
O -3.779 1.359 1.701 0.001
H -3.805 1.776 2.562 0.000
H -2.847 1.276 1.502 -0.002
O 0.112 -1.151 4.256 -0.001
H 0.890 -1.233 4.807 0.000
H -0.505 -1.789 4.615 0.000
O 3.665 -1.919 -2.879 0.002
H 2.717 -1.796 -2.820 -0.002
H 3.821 -2.136 -3.798 0.000
```


Entry 7:
The following is a DFT calculation (ωB97M-V with the def2-TZVPD basis set) of C3H6N2 as an isolated structure in a non-equilibrium geometry.

HOMO level, eV: -9.94
Net charge: 0

```
11
Properties=species:S:1:pos:R:3:lowdin_charge:R:1
C -1.550 -0.102 0.572 -0.049
C -0.204 0.322 0.116 -0.213
N 0.905 0.012 0.649 0.102
C 1.629 -0.168 -2.354 -0.191
N 2.210 0.145 -1.374 -0.110
H -2.008 -0.646 -0.261 0.093
H -1.468 -0.761 1.439 0.080
H -2.190 0.754 0.808 0.088
H -0.110 0.878 -0.827 0.107
H 1.842 0.158 -0.230 -0.021
H 0.944 -0.592 1.462 0.114
```


Entry 8:
The following is a DFT calculation (ωB97M-V with the def2-TZVPD basis set) of C26H16N2O6ReS4 as an isolated structure in a non-equilibrium geometry.

Multiplicity: 2
HOMO level (spin up / spin down), eV: -13.33 / -13.33
Net charge: +2
⟨S²⟩: 0.75

```
55
Properties=species:S:1:pos:R:3:mulliken_spin:R:1
Re -0.325 0.569 0.395 0.958
S -3.966 -5.030 -2.075 0.000
C -5.514 -5.140 -1.384 -0.001
C -5.705 -4.226 -0.397 0.001
C -4.567 -3.407 -0.210 -0.001
C -3.536 -3.719 -1.055 -0.001
C -2.221 -3.093 -1.133 0.004
C -2.010 -1.851 -0.524 -0.004
N -0.824 -1.232 -0.535 0.000
C 0.233 -1.811 -1.171 -0.016
C 0.115 -3.020 -1.829 0.009
C 1.281 -3.550 -2.488 -0.002
C 2.455 -2.882 -2.472 0.001
C 2.584 -1.618 -1.793 0.000
C 3.767 -0.860 -1.738 0.005
C 3.823 0.350 -1.061 -0.003
C 2.650 0.767 -0.420 -0.007
N 1.514 0.063 -0.461 0.004
C 1.472 -1.113 -1.146 -0.021
C 5.031 1.166 -0.999 0.001
C 6.189 1.000 -1.706 0.000
C 7.172 1.971 -1.397 0.000
C 6.741 2.853 -0.458 0.000
S 5.151 2.527 0.042 -0.001
C -1.139 -3.655 -1.796 0.003
H -6.215 -5.879 -1.739 0.000
H -6.619 -4.143 0.170 0.000
H -4.517 -2.632 0.544 0.000
H -2.818 -1.333 -0.027 -0.004
H 1.199 -4.500 -2.999 0.000
H 3.324 -3.291 -2.973 0.000
H 4.652 -1.240 -2.233 0.000
H 2.620 1.694 0.138 -0.007
H 6.346 0.220 -2.439 0.000
H 8.152 2.013 -1.847 0.000
H 7.286 3.682 -0.033 0.000
H -1.252 -4.613 -2.293 0.000
O -2.498 0.090 3.591 0.002
S -1.731 0.758 2.620 0.006
O -2.224 0.693 1.183 0.022
O -0.330 0.154 2.368 0.006
C -1.810 2.511 2.892 0.005
C -2.355 2.896 4.095 -0.001
C -2.801 4.211 4.249 0.000
C -2.735 5.103 3.200 0.000
C -2.165 4.730 1.981 -0.001
C -1.703 3.443 1.825 0.006
S -0.592 3.194 0.463 0.005
O 0.458 2.322 1.133 0.024
O -0.168 4.437 -0.039 0.001
O -1.030 2.170 -0.610 0.006
H -2.469 2.174 4.892 0.000
H -3.226 4.517 5.195 0.000
H -3.105 6.112 3.323 0.000
H -2.047 5.446 1.179 0.000
```